(1)
The following is a quantum chemistry calculation of a structure of composition C2H5BrClN in a non-equilibrium geometry, from the Open Molecules 2025 dataset.

```
! RIJCOSX wB97M-V def2-TZVPD def2/J DEFGRID3
* xyz 0 1
H -0.15659 -1.41942 -0.71678
H -0.43710 1.34247 -0.62184
C -1.77029 -0.60542 0.07980
N -0.59932 -0.58428 -0.69965
Br -2.84028 0.93042 -0.03228
H 1.12209 0.32764 -1.12166
H -0.90116 -0.25359 2.06057
C 0.22640 0.47345 -0.48182
Cl -2.76577 -2.04737 0.04558
H 0.43981 0.62579 0.61504
*
```

- HOMO-LUMO gap (spin up / spin down): 9.0 / 7.7 eV
- Maximum force: 4.9 eV/Å
- Highest occupied orbital energy (spin up / spin down): -9.286 / -8.110 eV

Mulliken atomic charge list, values in e, 8 entries: H 0.20; H 0.23; C 0.01; N -0.15; Br -0.06; H 0.32; H 0.06; C -0.71

(2)
The following is a quantum chemistry calculation of an isolated molecule of C2H5BrI2OSi in a non-equilibrium geometry, from the Open Molecules 2025 dataset.

```
! RIJCOSX wB97M-V def2-TZVPD def2/J DEFGRID3
* xyz 0 1
H -0.42611 -2.39374 -1.35913
C -0.57034 -0.86831 0.12211
Br -0.48679 3.74983 0.66806
O -0.65866 0.50137 0.01180
H 0.16375 -1.22947 0.74160
H 0.87270 -1.14955 -1.18952
I 2.58651 1.53708 -0.27365
H -1.62095 -1.12474 0.45584
I 0.52205 1.29213 3.26502
C -0.16213 -1.36244 -1.19917
H -0.65402 -0.76938 -2.07831
Si 0.43399 1.81723 0.83533
*
```

- SMILES string: CCO[Si](Br)(I)I
- HOMO-LUMO gap: 9.2 eV
- Maximum force: 6.6 eV/Å
- Highest occupied orbital energy: -9.790 eV

Mulliken atomic charge list, values in e, 8 entries: H 0.36; C -0.19; Br -0.16; O -0.38; H 0.33; H 0.22; I -0.03; H 0.25

(3)
The following is a quantum chemistry calculation of an isolated molecule of C2H5BrN2O in a non-equilibrium geometry, from the Open Molecules 2025 dataset.

```
! RIJCOSX wB97M-V def2-TZVPD def2/J DEFGRID3
* xyz 0 1
H 0.50175 2.17058 -0.82456
N 0.29694 1.51992 -0.06984
N 0.94144 0.33863 -0.20753
H 0.41103 1.96801 0.83907
O 0.87765 -1.95611 0.02875
H -1.70115 -1.68568 -0.46213
C -1.25897 -0.83131 0.04402
C 0.22136 -0.96066 -0.02332
Br 2.86305 0.20340 -0.02957
H -1.59907 0.10209 -0.38686
H -1.55404 -0.86888 1.09197
*
```

- SMILES string: CC(=O)N(N)Br
- HOMO-LUMO gap: 9.6 eV
- Maximum force: 2.9 eV/Å
- Highest occupied orbital energy: -9.324 eV

Mulliken atomic charge list, values in e, 8 entries: H 0.23; N -0.48; N -0.06; H 0.23; O -0.54; H 0.30; C -0.91; C 0.70